The following is a DFT calculation (ωB97M-V/def2-TZVPD) of 3 unconnected molecules or ions with the total composition C21H21F5NO6P2.

The HOMO energy comes out at -4.355 eV. Its LUMO energy is -0.44 eV. Its molar mass is 540.34 g mol⁻¹. The value obtained for the largest force on an atom is 3.27 eV/A. As for the total energy: -2500.7657 Ha. The net charge is -1. The calculation puts the HOMO-LUMO gap at 3.9 eV.

Each atom is followed by the atoms it is bonded to, with distances in Å.
CARTESIAN COORDINATES (ANGSTROEM)
1 N -0.6502 0.2094 -7.4473  P2 1.618, H20 1.026
2 P 0.2115 0.6456 -6.1489  N1 1.618, P3 2.270, H21 1.434, H22 1.430
3 P 2.3943 0.6230 -6.7718  P2 2.270, C4 1.916, C7 1.925, H23 1.465, H24 1.446, H25 1.459
4 C 2.9131 -0.4981 -5.3072  P3 1.916, O5 1.457, H26 1.134, H27 1.135
5 O 4.3288 -0.4174 -4.9735  C4 1.457, O6 1.386
6 O 4.6850 -1.5525 -4.2622  O5 1.386, H28 0.982
7 C 2.7942 2.2780 -5.8728  P3 1.925, F8 1.423, F9 1.423, C10 1.545
8 F 1.9303 3.2989 -6.3580  C7 1.423
9 F 4.0883 2.6865 -6.3001  C7 1.423
10 C 2.7804 2.3048 -4.3277  C7 1.545, C11 1.484, C19 1.457
11 C 4.0870 2.4259 -3.6347  C10 1.484, C12 1.472, H29 1.112
12 C 4.1786 2.4971 -2.1677  C11 1.472, C13 1.475, H30 1.117
13 C 2.9885 2.4203 -1.2995  C12 1.475, C14 1.469, H31 1.115
14 C 1.6945 2.3105 -1.9870  C13 1.469, C15 1.562, C19 1.472
15 C 0.4252 2.2373 -1.0797  C14 1.562, F16 1.380, F17 1.392, F18 1.370
16 F 0.5520 3.1649 -0.0653  C15 1.380
17 F 0.3014 0.9765 -0.5031  C15 1.392
18 F -0.6807 2.5273 -1.8340  C15 1.370
19 C 1.6133 2.2720 -3.4561  C10 1.457, C14 1.472, H32 1.111
20 H 0.0007 0.0646 -8.2271  N1 1.026
21 H -0.0621 -0.3138 -5.1193  P2 1.434
22 H -0.2553 1.9508 -5.7969  P2 1.430
23 H 1.9773 1.4111 -7.9342  P3 1.465
24 H 2.0604 -0.5571 -7.5372  P3 1.446
25 H 3.7362 0.5423 -7.3378  P3 1.459
26 H 2.2529 -0.4393 -4.3877  C4 1.134
27 H 2.7850 -1.5649 -5.6741  C4 1.135
28 H 4.2754 -1.4110 -3.3811  O6 0.982
29 H 5.0591 2.4646 -4.1744  C11 1.112
30 H 5.1555 2.6110 -1.6379  C12 1.117
31 H 3.0800 2.4640 -0.1889  C13 1.115
32 H 0.5912 2.2225 -3.8884  C19 1.111
33 C -0.3342 -0.1776 2.2766  C34 1.332, C39 1.481, H41 1.080
34 C -1.4854 -0.1072 2.9437  C33 1.332, C35 1.479, H42 1.083
35 C -1.8339 -1.1021 3.9812  C34 1.479, O36 1.217, C37 1.481
36 O -2.8860 -1.0394 4.5895  C35 1.217
37 C -0.8542 -2.1790 4.2522  C35 1.481, C38 1.331, H43 1.083
38 C 0.2965 -2.2509 3.5867  C37 1.331, C39 1.482, H44 1.083
39 C 0.6463 -1.2545 2.5472  C33 1.481, C38 1.482, O40 1.213
40 O 1.6957 -1.3189 1.9427  C39 1.213
41 H -0.0643 0.5399 1.5156  C33 1.080
42 H -2.2130 0.6732 2.7594  C34 1.083
43 H -1.1259 -2.8978 5.0154  C37 1.083
44 H 1.0236 -3.0317 3.7716  C38 1.083
45 C -5.2494 -2.3200 9.7406  C46 1.331, C51 1.481, H53 1.083
46 C -6.4489 -2.0468 9.2315  C45 1.331, C47 1.481, H54 1.083
47 C -6.6383 -1.8473 7.7758  C46 1.481, O48 1.214, C49 1.480
48 O -7.7323 -1.5962 7.3122  C47 1.214
49 C -5.4435 -1.9649 6.9096  C47 1.480, C50 1.332, H55 1.083
50 C -4.2439 -2.2381 7.4189  C49 1.332, C51 1.480, H56 1.082
51 C -4.0543 -2.4375 8.8732  C45 1.481, C50 1.480, O52 1.215
52 O -2.9608 -2.6887 9.3390  C51 1.215
53 H -5.0918 -2.4681 10.8016  C45 1.083
54 H -7.3331 -1.9580 9.8503  C46 1.083
55 H -5.5997 -1.8167 5.8485  C49 1.083
56 H -3.3610 -2.3261 6.7990  C50 1.082

The following is a DFT calculation (ωB97M-V/def2-TZVPD) of 7 unconnected molecules or ions with the total composition C45H49F6IN2O23S.

The HOMO energy comes out at -7.911 eV. Its LUMO energy is -1.06 eV. Its molar mass is 1258.84 g mol⁻¹. The value obtained for the largest force on an atom is 5.18 eV/A. As for the total energy: -4878.8694 Ha. The net charge is 0. The calculation puts the HOMO-LUMO gap at 6.8 eV.

Each atom is followed by the atoms it is bonded to, with distances in Å.
CARTESIAN COORDINATES (ANGSTROEM)
1 C 0.6828 -0.2965 -2.1061  C2 1.606, H37 1.148, H38 1.158, H39 1.137
2 C -0.0805 -1.1100 -0.9501  C1 1.606, C3 1.547, C36 1.544
3 C -0.5198 -2.5900 -1.0435  C2 1.547, C4 1.567, H40 1.137
4 C -1.2683 -3.2229 0.1787  C3 1.567, C5 1.572, H41 1.149
5 C -1.5983 -2.4115 1.4839  C4 1.572, C6 1.617, C9 1.574
6 C -2.3565 -3.1720 2.6934  C5 1.617, C7 1.628, C8 1.630, H42 1.149
7 C -3.2847 -4.3709 2.1002  C6 1.628, H43 1.156, H44 1.154, H45 1.140
8 C -1.1763 -3.8078 3.6202  C6 1.630, H46 1.158, H47 1.155, H48 1.139
9 C -1.1535 -0.9046 1.5796  C5 1.574, O10 1.424, C36 1.548
10 O -1.4380 -0.1888 2.7778  C9 1.424, C11 1.464
11 C -2.4340 0.8577 2.5424  O10 1.464, C12 1.614, H49 1.153, H50 1.150
12 C -1.6119 2.1632 2.0675  C11 1.614, C13 1.434, C34 1.616
13 C -2.0532 3.0223 1.0077  C12 1.434, C14 1.602, C18 1.614
14 C -3.4285 2.7885 0.2208  C13 1.602, C15 1.601, H51 1.158, H52 1.138
15 C -3.0669 2.4789 -1.3083  C14 1.601, C16 1.618, H53 1.158, H54 1.157
16 C -4.3457 2.4956 -2.3000  C15 1.618, N17 1.494, H55 1.149, H56 1.156
17 N -4.6125 3.8336 -2.9088  C16 1.494, H57 1.030, H58 1.033
18 C -1.0837 4.2551 0.6251  C13 1.614, O19 1.252, C20 1.614
19 O -1.5201 5.3799 0.2907  C18 1.252
20 C 0.4900 3.9177 0.7481  C18 1.614, C21 1.560, C33 1.575
21 C 1.5602 4.4657 -0.2461  C20 1.560, N22 1.481, C23 1.558
22 N 1.0522 5.3211 -1.3430  C21 1.481, H59 1.028, H60 1.035
23 C 3.0742 4.1192 -0.1282  C21 1.558, C24 1.593, C29 1.576
24 C 4.2256 4.6108 -1.1133  C23 1.593, C25 1.603, H61 1.157, H62 1.157
25 C 4.0549 6.1053 -1.6662  C24 1.603, O26 1.475, H63 1.139, H64 1.159
26 O 5.2814 6.5689 -2.3430  C25 1.475, C27 1.431
27 C 5.5293 5.7589 -3.4959  O26 1.431, O28 1.255, H65 1.151
28 O 6.6010 5.1330 -3.6824  C27 1.255
29 C 3.4951 3.1631 1.0517  C23 1.576, S30 1.869, C31 1.577
30 S 5.2628 2.6159 1.3112  C29 1.869, H66 1.407
31 C 2.4550 2.5703 2.0777  C29 1.577, I32 2.180, C33 1.544
32 I 3.1009 1.2110 3.6554  C31 2.180
33 C 0.9716 2.9631 1.9042  C20 1.575, C31 1.544, C34 1.616
34 C -0.2188 2.4106 2.8477  C12 1.616, C33 1.616, O35 1.250
35 O -0.0937 2.2207 4.0770  C34 1.250
36 C -0.3959 -0.3421 0.3519  C2 1.544, C9 1.548, H67 1.154
37 H 0.0526 -0.3376 -3.0653  C1 1.148
38 H 0.6772 0.8168 -1.7890  C1 1.158
39 H 1.7657 -0.6097 -2.2514  C1 1.137
40 H -0.3247 -3.2114 -1.9750  C3 1.137
41 H -1.5523 -4.3284 0.0507  C4 1.149
42 H -2.9567 -2.4370 3.3408  C6 1.149
43 H -2.5955 -5.2461 1.7918  C7 1.156
44 H -3.7935 -4.0435 1.1171  C7 1.154
45 H -4.1019 -4.6957 2.8262  C7 1.140
46 H -0.4194 -2.9578 3.8361  C8 1.158
47 H -1.5695 -4.1273 4.6586  C8 1.155
48 H -0.5872 -4.6244 3.0870  C8 1.139
49 H -3.0944 0.4778 1.6775  C11 1.153
50 H -3.0665 1.0541 3.4826  C11 1.150
51 H -3.9923 3.7997 0.2212  C14 1.158
52 H -4.1275 2.0363 0.7120  C14 1.138
53 H -2.3285 3.2557 -1.7468  C15 1.158
54 H -2.5177 1.4659 -1.4153  C15 1.157
55 H -5.2744 2.2087 -1.6872  C16 1.149
56 H -4.2243 1.7232 -3.1517  C16 1.156
57 H -4.4185 3.8508 -3.9205  N17 1.030
58 H -5.6004 4.1145 -2.8017  N17 1.033
59 H 1.4228 6.2778 -1.2859  N22 1.028
60 H 1.3110 4.8609 -2.2329  N22 1.035
61 H 4.2722 3.8541 -1.9871  C24 1.157
62 H 5.2762 4.5622 -0.6309  C24 1.157
63 H 3.6849 6.8554 -0.8931  C25 1.139
64 H 3.2632 6.0501 -2.5112  C25 1.159
65 H 4.7117 5.6232 -4.2946  C27 1.151
66 H 5.4346 2.8634 2.6854  S30 1.407
67 H -0.0389 0.7517 0.4351  C36 1.154
68 O -4.8431 -5.3451 -0.5996  C69 1.196
69 C -5.9621 -4.9939 -0.3646  O68 1.196, O70 1.363, O74 1.363
70 O -6.3001 -4.1399 0.6425  C69 1.363, C71 1.420
71 C -7.6883 -3.8749 0.5036  O70 1.420, C72 1.495, H75 1.094, H76 1.091
72 C -8.1673 -5.0695 -0.2579  C71 1.495, F73 1.355, O74 1.413, H77 1.094
73 F -9.2064 -4.7475 -1.0658  C72 1.355
74 O -7.0569 -5.4044 -1.0651  C69 1.363, C72 1.413
75 H -7.8263 -2.9404 -0.0478  C71 1.094
76 H -8.1695 -3.7814 1.4783  C71 1.091
77 H -8.4369 -5.9242 0.3691  C72 1.094
78 O 0.7456 -5.3802 -0.2597  C79 1.196
79 C 1.0131 -6.1743 0.5938  O78 1.196, O80 1.363, O84 1.362
80 O 2.1759 -6.8829 0.6403  C79 1.363, C81 1.421
81 C 2.1636 -7.6056 1.8635  O80 1.421, C82 1.496, H85 1.094, H86 1.091
82 C 0.7023 -7.6897 2.1703  C81 1.496, F83 1.355, O84 1.413, H87 1.094
83 F 0.4848 -7.6926 3.5073  C82 1.355
84 O 0.1903 -6.4868 1.6338  C79 1.362, C82 1.413
85 H 2.7226 -7.0480 2.6201  C81 1.094
86 H 2.6215 -8.5885 1.7433  C81 1.091
87 H 0.1943 -8.5425 1.7108  C82 1.094
88 O 5.8183 -7.9503 -0.1184  C89 1.196
89 C 5.2938 -7.6298 -1.1449  O88 1.196, O90 1.363, O94 1.362
90 O 5.8410 -6.7665 -2.0461  C89 1.363, C91 1.420
91 C 4.9784 -6.7552 -3.1744  O90 1.420, C92 1.495, H95 1.094, H96 1.091
92 C 3.6773 -7.1991 -2.5860  C91 1.495, F93 1.355, O94 1.414, H97 1.094
93 F 2.9482 -7.8980 -3.4895  C92 1.355
94 O 4.0734 -8.0776 -1.5518  C89 1.362, C92 1.414
95 H 5.3585 -7.4492 -3.9295  C91 1.094
96 H 4.9188 -5.7581 -3.6129  C91 1.091
97 H 3.0721 -6.3889 -2.1684  C92 1.094
98 O 2.5218 0.7885 -3.8107  C99 1.194
99 C 2.2338 1.8068 -4.3637  O98 1.194, O100 1.363, O104 1.365
100 O 1.5302 1.8738 -5.5289  C99 1.363, C101 1.421
101 C 1.2847 3.2510 -5.7781  O100 1.421, C102 1.496, H105 1.094, H106 1.091
102 C 2.3798 3.9161 -5.0061  C101 1.496, F103 1.357, O104 1.412, H107 1.094
103 F 1.9805 5.1238 -4.5329  C102 1.357
104 O 2.5759 3.0479 -3.9099  C99 1.365, C102 1.412
105 H 0.2891 3.5151 -5.4100  C101 1.094
106 H 1.3339 3.4717 -6.8454  C101 1.091
107 H 3.3171 4.0270 -5.5595  C102 1.094
108 O -6.7089 -4.8909 5.0093  C109 1.196
109 C -5.9075 -4.5083 5.8111  O108 1.196, O110 1.363, O114 1.363
110 O -4.6204 -4.1783 5.5077  C109 1.363, C111 1.421
111 C -4.0451 -3.6508 6.6949  O110 1.421, C112 1.495, H115 1.094, H116 1.091
112 C -4.9019 -4.2549 7.7613  C111 1.495, F113 1.354, O114 1.413, H117 1.094
113 F -5.0100 -3.4258 8.8268  C112 1.354
114 O -6.1669 -4.3561 7.1400  C109 1.363, C112 1.413
115 H -4.1049 -2.5589 6.6732  C111 1.094
116 H -2.9979 -3.9424 6.7867  C111 1.091
117 H -4.5756 -5.2446 8.0939  C112 1.094
118 O 5.3014 12.0479 -3.5422  C119 1.195
119 C 5.5823 11.2674 -2.6814  O118 1.195, O120 1.364, O124 1.363
120 O 6.7500 10.5643 -2.6370  C119 1.364, C121 1.421
121 C 6.7538 9.8586 -1.4038  O120 1.421, C122 1.495, H125 1.094, H126 1.091
122 C 5.2968 9.7723 -1.0815  C121 1.495, F123 1.355, O124 1.412, H127 1.093
123 F 5.0936 9.7868 0.2585  C122 1.355
124 O 4.7716 10.9643 -1.6279  C119 1.363, C122 1.412
125 H 7.3170 10.4295 -0.6600  C121 1.094
126 H 7.2150 8.8760 -1.5146  C121 1.091
127 H 4.7893 8.9109 -1.5243  C122 1.093

The following is a DFT calculation (ωB97M-V/def2-TZVPD) of 2 unconnected molecules or ions with the total composition C4H9O.

The HOMO energy comes out at -1.921 eV. Its LUMO energy is 4.12 eV. Its molar mass is 73.11 g mol⁻¹. The value obtained for the largest force on an atom is 2.82 eV/A. As for the total energy: -232.9694 Ha. The net charge is -1. The calculation puts the HOMO-LUMO gap at 6.0 eV.

Each atom is followed by the atoms it is bonded to, with distances in Å.
CARTESIAN COORDINATES (ANGSTROEM)
1 C -1.5058 2.0672 1.2203  O2 1.351, H3 1.112, H4 1.138, H5 1.138
2 O -1.9157 0.8841 0.7137  C1 1.351
3 H -2.1702 2.9283 1.4517  C1 1.112
4 H -0.8687 1.9234 2.1519  C1 1.138
5 H -0.6491 2.5075 0.6139  C1 1.138
6 C 0.1110 -0.6716 -1.4370  C7 1.530, H9 1.094, H10 1.092, H11 1.092
7 C 0.6636 -1.6983 -0.4462  C6 1.530, C8 1.335, H12 1.087
8 C 1.8944 -1.5564 0.0502  C7 1.335, H13 1.084, H14 1.081
9 H -0.4825 0.0717 -0.8967  C6 1.094
10 H 0.9449 -0.1952 -1.9563  C6 1.092
11 H -0.5765 -1.1730 -2.1216  C6 1.092
12 H -0.1702 -2.1226 0.1075  C7 1.087
13 H 2.1494 -2.1221 0.9395  C8 1.084
14 H 2.5754 -0.8426 -0.3910  C8 1.081

Which formula does entry 2 have? C45H49F6IN2O23S